1.
Computed, not measured: C50H39BBrF4N15PV as an isolated structure, with the ωB97M-V functional and the def2-TZVPD basis.

## Properties
- highest occupied orbital energy (alpha / beta) (Eh) = -0.2994 / -0.3007
- spin multiplicity = 3
- LUMO energy (alpha / beta) (eV) = -0.932 / -0.338
- ΔE to the lowest compared entry with this formula, charge and spin (kcal/mol) = 32.8
- Kohn-Sham gap (alpha / beta) (eV) = 7.21 / 7.84
- DFT total energy (hartree) = -7033.79514

```
112
Properties=species:S:1:pos:R:3:lowdin_spin:R:1
V 0.0879 0.0931 0.6728 1.89
C 5.6707 -1.5176 1.1989 0.00
C 4.6924 -0.4081 1.3651 0.00
C 4.9552 0.9263 1.5953 0.00
C 3.7005 1.5262 1.7821 0.00
N 2.7462 0.6106 1.6551 0.00
N 3.3491 -0.5599 1.3794 0.00
B 2.4417 -1.7822 1.3151 0.00
N 1.4153 -1.5545 2.4390 0.00
N 0.1988 -1.0496 2.2557 -0.01
C -0.4542 -1.0982 3.4344 0.01
C 0.4317 -1.5880 4.4042 0.00
C 1.6129 -1.8507 3.7328 0.01
C 2.9106 -2.3410 4.2608 0.00
C -1.8859 -0.8786 3.5755 0.00
C -2.5272 -1.0504 4.8050 0.00
C -3.9019 -0.9447 4.9030 0.00
C -4.6669 -0.6635 3.7842 0.00
C -4.0426 -0.4813 2.5615 0.00
C -2.6710 -0.5964 2.4593 0.00
N 1.7075 -1.9249 -0.0401 0.01
N 0.3703 -1.9282 -0.1485 0.01
C 0.0584 -2.5707 -1.2854 0.01
C 1.2471 -2.9183 -1.9485 0.00
C 2.2669 -2.4755 -1.1354 0.01
C 3.7262 -2.5239 -1.3733 0.00
C -1.2858 -3.0356 -1.6262 0.00
C -1.3573 -4.2216 -2.2695 0.00
C -2.4766 -5.0146 -2.6968 0.00
C -3.7518 -4.6426 -2.8174 0.00
C -4.2378 -3.2650 -2.5015 0.00
C -2.4145 -2.2301 -1.0681 0.00
C 3.4757 2.9179 2.1754 0.00
C 2.8725 3.1984 3.3980 0.00
C 2.7428 4.5073 3.8242 0.00
C 3.1935 5.5458 3.0249 0.00
C 3.7763 5.2715 1.7974 0.00
C 3.9353 3.9629 1.3771 0.00
H 6.5268 -1.3450 1.8488 0.00
H 6.0343 -1.5757 0.1741 0.00
H 5.2143 -2.4670 1.4615 0.00
H 5.9151 1.3993 1.6526 0.00
H 3.0370 -2.7937 1.5219 0.00
H 0.2512 -1.7355 5.4496 0.00
H 2.8777 -2.3918 5.3447 0.00
H 3.7136 -1.6711 3.9588 0.00
H 3.1369 -3.3311 3.8685 0.00
H -1.9527 -1.2669 5.6913 0.00
H -4.3817 -1.0831 5.8602 0.00
H -5.7418 -0.5919 3.8623 0.00
H -4.6317 -0.2492 1.6886 0.00
H -2.1775 -0.4550 1.4980 0.00
H 1.3491 -3.3993 -2.9002 0.00
H 3.9290 -2.9304 -2.3583 0.00
H 4.2222 -3.1400 -0.6279 0.00
H 4.1232 -1.5129 -1.3187 0.00
H -0.4067 -4.6953 -2.4760 0.00
H -2.2135 -6.0259 -2.9739 0.00
H -4.4833 -5.3550 -3.1692 0.00
H -5.3342 -3.2703 -2.5587 0.00
H -2.1476 -2.0167 -0.0215 0.00
H 2.5184 2.3818 4.0139 0.00
H 2.2958 4.7111 4.7855 0.00
H 3.0905 6.5677 3.3616 0.00
H 4.1226 6.0819 1.1700 0.00
H 4.3933 3.7419 0.4222 0.00
N 0.9942 3.3677 0.2302 0.00
C 0.3134 2.9967 1.3627 0.02
N -0.0238 3.7716 2.3790 0.00
N -0.6479 2.9661 3.2242 0.02
N -0.7143 1.7765 2.7649 0.01
N -0.1222 1.7342 1.5701 0.01
C 1.6233 2.3802 -0.4729 0.00
N 2.6383 2.5294 -1.3058 0.00
N 2.8899 1.3053 -1.7619 0.00
N 2.0782 0.4595 -1.2681 0.01
N 1.2399 1.0785 -0.4368 -0.01
H 1.4447 4.2725 0.2650 0.00
F -4.6406 5.3258 -3.1004 0.00
C -3.9309 4.2532 -2.7645 0.00
C -3.3506 3.4491 -3.7379 0.00
F -3.4976 3.7489 -5.0292 0.00
C -2.6308 2.3119 -3.3734 0.00
F -2.1585 1.5933 -4.3976 0.00
C -2.4527 1.9240 -2.0414 0.00
P -1.4196 0.4471 -1.5004 -0.01
C -2.7061 -0.8806 -1.7853 0.00
C -4.0429 -0.5224 -1.1555 0.00
C -4.6576 -1.6242 -0.7549 0.00
C -3.8257 -2.8321 -1.0767 0.00
C -3.7354 -2.2794 -3.5212 0.00
C -3.0328 -1.1957 -3.2234 0.00
C -0.2975 0.4820 -2.9469 0.00
C 0.0047 -0.6146 -3.7435 0.00
C 0.9076 -0.4787 -4.7868 0.00
C 1.5105 0.7392 -5.0433 0.00
C 1.2045 1.8387 -4.2600 0.00
C 0.3055 1.7125 -3.2210 0.00
C -3.0723 2.7393 -1.0873 0.00
Br -3.0630 2.2862 0.7413 0.00
C -3.7831 3.8864 -1.4339 0.00
F -4.3576 4.6175 -0.4823 0.00
H -4.4455 0.4745 -1.1485 0.00
H -5.6476 -1.7013 -0.3474 0.00
H -3.9478 -3.6636 -0.3817 0.00
H -3.9995 -2.5011 -4.5449 0.00
H -2.7288 -0.5122 -3.9961 0.00
H -0.4807 -1.5646 -3.5736 0.00
H 1.1335 -1.3343 -5.4060 0.00
H 2.2107 0.8390 -5.8588 0.00
H 1.6685 2.7938 -4.4454 0.00
H 0.0541 2.5785 -2.6180 0.00
```

2.
Computed, not measured: a 2-piece molecular cluster, CH3O4PS overall, with the ωB97M-V functional and the def2-TZVPD basis.

## Properties
- highest occupied orbital energy (alpha / beta) (Eh) = 0.0154 / 0.0153
- spin multiplicity = 1
- LUMO energy (alpha / beta) (eV) = 6.190 / 6.190
- ΔE to the lowest compared entry with this formula, charge and spin (kcal/mol) = 128.1
- Kohn-Sham gap (alpha / beta) (eV) = 5.77 / 5.77
- DFT total energy (hartree) = -1080.31747
- charge = -2

```
10
Properties=species:S:1:pos:R:3:mulliken_charge:R:1
C -1.5100 1.2896 -0.8863 -0.64
O 1.4325 -0.8464 -1.4783 -0.59
O 2.7590 -0.2919 0.4950 -0.60
O -0.1081 -2.5158 0.9071 -1.01
O -0.3068 2.0327 1.1308 -0.64
P 1.3569 -0.4490 -0.0568 0.56
S 0.0194 1.5639 -0.2692 0.35
H -2.2479 1.1905 -0.0292 0.14
H 0.2551 -2.5346 1.8453 0.17
H -1.6500 0.5609 -1.6583 0.26
```

3.
Computed, not measured: a 2-piece molecular cluster, Cl3O2PS overall, with the ωB97M-V functional and the def2-TZVPD basis.

## Properties
- highest occupied orbital energy (Eh) = -0.3726
- spin multiplicity = 1
- LUMO energy (eV) = -1.944
- ΔE to the lowest compared entry with this formula, charge and spin (kcal/mol) = 23.9
- Kohn-Sham gap (eV) = 8.20
- DFT total energy (hartree) = -2270.64325

```
7
Properties=species:S:1:pos:R:3:mulliken_charge:R:1
O 2.0910 -0.1145 0.8799 -0.33
O 0.6770 0.4364 -0.9742 -0.38
P -1.6261 -0.0258 -0.5464 0.59
S 1.8152 -0.3431 -0.5278 0.71
Cl -1.5767 1.4485 0.7509 -0.10
Cl -3.6005 -0.4358 -0.2824 -0.24
Cl -0.9725 -1.5102 0.8648 -0.25
```

4.
Computed, not measured: C4H6O as an isolated structure, with the ωB97M-V functional and the def2-TZVPD basis.

## Properties
- highest occupied orbital energy (Eh) = -0.3305
- spin multiplicity = 1
- LUMO energy (eV) = 0.977
- ΔE to the lowest compared entry with this formula, charge and spin (kcal/mol) = 70.0
- Kohn-Sham gap (eV) = 9.97
- DFT total energy (hartree) = -231.11210

```
11
Properties=species:S:1:pos:R:3:mulliken_charge:R:1
O -2.0988 0.0334 0.4479 -0.56
C -0.9851 0.0358 -0.0066 0.43
C -0.0058 1.1781 -0.2144 -0.35
C 1.1203 0.2847 0.3013 -0.68
C -0.1084 -1.1539 -0.1613 -0.64
H 0.0935 1.5062 -1.2488 0.25
H -0.2588 2.0377 0.4180 0.26
H 1.1517 0.2670 1.3894 0.22
H 1.3563 -0.6909 -0.1987 0.40
H -0.2703 -2.0190 0.4846 0.36
H 0.0053 -1.4790 -1.2114 0.31
```

5.
Computed, not measured: one molecule with the formula C5H10O2, with the ωB97M-V functional and the def2-TZVPD basis.

## Properties
- highest occupied orbital energy (alpha / beta) (Eh) = -0.2883 / -0.2883
- spin multiplicity = 1
- LUMO energy (alpha / beta) (eV) = -0.353 / -0.352
- ΔE to the lowest compared entry with this formula, charge and spin (kcal/mol) = 124.2
- Kohn-Sham gap (alpha / beta) (eV) = 7.49 / 7.49
- DFT total energy (hartree) = -346.82754

```
17
Properties=species:S:1:pos:R:3:mulliken_charge:R:1
C -0.9380 -0.1189 -2.1004 -0.74
O 0.1377 0.1371 -1.2223 -0.34
C -0.2553 0.6669 -0.0028 -0.11
C -1.0737 -0.5455 1.0324 -0.35
O -0.8325 -0.2047 2.2463 -0.69
C 0.7498 0.7278 0.9760 0.04
C 1.9737 -0.0798 0.8337 -1.03
H -1.5733 -0.9364 -1.7381 0.28
H -1.5587 0.7782 -2.2387 0.31
H -0.5045 -0.4023 -3.0620 0.26
H -0.9350 1.5201 -0.0787 0.48
H -0.4988 -1.3726 0.5419 0.25
H -2.1435 -0.6487 0.7180 0.32
H 0.6389 1.4033 1.8138 0.38
H 2.6468 -0.0006 1.6884 0.33
H 1.6783 -1.1297 0.6840 0.29
H 2.4882 0.2059 -0.0916 0.31
```

6.
Computed, not measured: one molecule with the formula C5H8N2S, with the ωB97M-V functional and the def2-TZVPD basis.

## Properties
- highest occupied orbital energy (Eh) = -0.2693
- spin multiplicity = 1
- LUMO energy (eV) = 0.704
- ΔE to the lowest compared entry with this formula, charge and spin (kcal/mol) = 103.6
- Kohn-Sham gap (eV) = 8.03
- DFT total energy (hartree) = -702.86500

```
16
Properties=species:S:1:pos:R:3:mulliken_charge:R:1
C -1.6355 -0.6904 -1.0181 -0.11
C 0.1360 -1.4087 0.3873 -0.34
C -0.4274 1.3563 -0.6950 -0.17
C 0.6359 -2.5992 1.1447 -0.90
C 1.0265 3.4665 -0.0075 -0.80
N -1.1549 0.4774 -1.1598 -0.04
N -0.9701 -1.6652 -0.2672 -0.05
S 0.8735 2.1854 -1.3154 0.00
H -2.5829 -0.9552 -1.4552 0.37
H 1.2261 -2.2787 2.0006 0.27
H -0.1588 -3.2771 1.4814 0.30
H 1.2977 -3.1543 0.4755 0.27
H 0.0692 3.9600 0.1075 0.29
H 1.7836 4.1734 -0.3310 0.32
H 1.3248 2.9921 0.9216 0.29
H -1.4437 -2.5821 -0.2696 0.30
```